# 1
Below is 2 unconnected molecules or ions with the total composition C8H13BrO, with properties calculated with the ωB97M-V functional and the def2-TZVPD basis.

XYZ file:
```
23
Properties=species:S:1:pos:R:3:forces:R:3:nbo_charge:R:1
C 3.5022 -1.5834 1.0443 4.1757 0.0231 -3.5095 -0.584
C 2.9014 -0.6043 0.4477 -1.2378 1.7474 -1.2495 -0.074
C -1.9606 1.3545 0.3071 -1.8124 -1.1510 -1.7927 -0.398
C -1.2234 1.4753 -1.0283 -1.1715 -0.2832 -0.8484 -0.400
C -2.2081 -0.1380 0.7306 -0.6072 1.5128 0.6019 -0.399
C 0.1507 0.7686 -0.9736 1.9264 2.0673 -0.9123 -0.544
C -0.8519 -0.8002 0.8721 1.7214 2.1082 1.1123 -0.503
C 0.0773 -0.5491 -0.2809 0.6083 -0.2569 -0.0114 0.492
O 0.2581 -1.6986 -0.9916 -0.9932 0.3780 1.5255 -0.663
Br 3.6803 0.5525 -0.9767 -0.3699 -0.9178 0.8858 -0.061
H 4.5243 -1.9981 0.6196 -1.8580 0.9943 1.1002 0.206
H 3.0663 -2.1279 1.7652 -1.6274 -1.8166 2.5358 0.215
H -1.3947 1.8728 1.0408 0.7486 0.2373 0.9709 0.199
H -2.8950 1.9922 0.1989 0.7122 -1.1778 0.2701 0.216
H -1.7063 0.9225 -1.8687 -0.6910 0.9224 0.6330 0.197
H -1.3223 2.6020 -1.1225 1.2321 -1.2835 -1.0102 0.223
H -2.6544 0.0439 1.7614 0.0484 -1.2624 -1.2552 0.219
H -2.8004 -0.7537 0.0245 -0.3050 0.8435 0.4875 0.211
H 0.7749 0.6405 -1.9507 -1.6328 0.2121 1.2403 0.232
H 0.7158 1.6373 -0.5346 0.4424 -1.6005 0.6024 0.261
H -0.4502 -0.1962 1.7476 0.1825 -1.3290 -0.6695 0.227
H -0.8185 -1.8631 1.0037 -0.3537 -0.4598 0.6450 0.239
H 0.6345 -1.5493 -1.8357 0.8621 0.4922 -1.3519 0.487
```
Positions in Å, forces in eV/Å.

Its HOMO energy (alpha / beta) is -8.26 / -6.80 eV. The calculation puts the LUMO energy (alpha / beta) at 0.0142 / -0.0314 Ha. The gap between HOMO and LUMO (alpha / beta) is 8.646 / 5.948 eV.

***

# 2
Below is a molecular structure, C8H13CdNO3S, with properties calculated with the ωB97M-V functional and the def2-TZVPD basis.

XYZ file:
```
27
Properties=species:S:1:pos:R:3:forces:R:3:nbo_charge:R:1
C -2.5026 -0.1580 -1.1314 -0.2524 0.1415 1.0153 -0.308
C -2.4734 1.0759 -0.4076 -0.1874 -0.8781 0.6857 -0.305
C -2.1836 0.7920 0.9556 -0.7678 -0.3561 -0.7657 -0.385
C -2.0470 -0.6535 1.0853 -0.4395 0.1980 -0.3601 -0.577
C -2.2546 -1.2184 -0.2305 -0.1964 0.5357 0.1296 -0.338
Cd 0.1833 -0.2325 0.9209 1.0186 1.4652 -2.7321 1.562
N 1.5018 -0.1937 -0.9757 0.2891 -4.1723 -0.6250 -1.245
C 1.9589 0.9604 -1.7067 -1.3545 0.9863 2.2123 -0.302
C 1.1097 1.9049 -0.9305 -0.2383 2.7329 0.1031 -0.939
H -2.1924 1.5050 1.7855 0.1306 -0.2839 -0.3778 0.205
H -2.7035 2.0569 -0.8197 0.3607 -0.2160 0.0823 0.194
H -2.0435 -1.2093 2.0306 -0.0385 0.2115 -0.4047 0.226
H -2.2633 -2.2891 -0.4638 0.1293 0.5011 0.0884 0.195
H -2.7475 -0.2553 -2.1889 0.2883 -0.0097 0.2496 0.187
H 0.2162 2.3365 -1.3814 0.0362 0.0581 0.1240 0.154
H 1.7775 0.9870 -2.8089 0.2498 -0.2815 0.5742 0.135
H 1.3571 -0.9548 -1.6466 -0.0384 -0.6934 -0.1954 0.266
H 1.6129 2.4117 -0.1053 -0.1747 0.3998 -0.1402 0.155
H 2.9917 1.1956 -1.4008 0.3844 -0.0527 -0.8602 0.128
C 3.4567 -1.7695 0.9251 0.1584 -0.1311 0.3572 -0.942
S 2.4795 -1.1647 2.2984 -0.9877 0.9300 -0.9887 2.348
O 3.2435 -1.3725 3.5087 0.0755 -0.2213 0.2976 -1.013
O 2.1705 0.2778 1.9985 0.6976 -1.5622 0.9949 -1.043
O 1.1883 -1.9425 2.2213 1.1051 0.4385 0.2895 -1.083
H 4.4876 -1.4606 1.1145 -0.0585 -0.0911 -0.0255 0.208
H 3.0789 -1.3538 -0.0234 -0.3425 0.1955 0.2190 0.309
H 3.3565 -2.8602 0.9339 0.1528 0.1550 0.0526 0.208
```
Positions in Å, forces in eV/Å.

Its HOMO energy (alpha / beta) is 2.71 / 2.72 eV. The total charge is -2. The calculation puts the LUMO energy (alpha / beta) at 0.2072 / 0.2072 Ha. The gap between HOMO and LUMO (alpha / beta) is 2.924 / 2.923 eV.

***

# 3
Below is a gas-phase ion, C8H13ClN (charge +1), with properties calculated with the ωB97M-V functional and the def2-TZVPD basis.

XYZ file:
```
23
Properties=species:S:1:pos:R:3:forces:R:3:nbo_charge:R:1
C -0.4093 2.1178 -0.2282 0.3880 0.7286 0.5308 -0.654
C 0.1430 0.7400 -0.7511 -0.4749 -0.0767 1.1057 -0.011
Cl 1.8044 1.0624 -1.5017 -0.7419 -0.0256 -0.2467 -0.029
C -0.8120 0.1139 -1.7747 -1.0317 -1.8930 2.7451 -0.184
C -1.6968 -0.8923 -1.4325 3.3200 1.9290 0.8001 -0.203
C -1.7121 -1.3995 -0.0709 -1.5544 -1.4542 0.9137 -0.191
C -0.8193 -1.0961 0.8578 1.3728 1.7523 -1.0235 -0.230
C 0.4414 -0.2219 0.4718 -1.0935 -0.7696 1.6072 0.096
C 1.0433 0.4686 1.6941 2.3880 0.6176 -2.3985 -0.643
N 1.4603 -1.2829 0.0585 -0.9874 -2.8366 -3.8957 -0.779
H -0.2830 2.1802 0.8801 -0.0805 -0.0536 -0.9709 0.236
H -1.5222 2.2358 -0.3839 1.3885 -0.0363 -0.3350 0.256
H 0.2495 2.9739 -0.6304 -1.5397 -1.2672 0.3283 0.264
H -0.8986 0.7257 -2.5959 -0.1104 0.6605 -2.3895 0.233
H -2.3046 -1.4814 -2.0328 -1.2326 0.0171 -1.8009 0.241
H -2.5874 -2.0970 0.1911 1.4488 1.1754 -0.3265 0.251
H -0.8464 -1.3901 1.8740 -0.1785 -0.4552 0.8062 0.235
H 1.7343 1.2593 1.3003 -0.8202 -0.1627 0.4884 0.241
H 1.7632 -0.1446 2.1920 0.0346 -0.9326 0.5754 0.226
H 0.3752 0.8461 2.3879 -1.3995 0.7836 1.1541 0.245
H 0.8805 -2.2374 -0.0256 1.6859 2.3909 0.2983 0.465
H 2.3827 -1.5257 0.5237 -1.4129 1.1047 -0.3902 0.466
H 1.6139 -0.9546 -1.0036 0.6316 -1.1962 2.4243 0.468
```
Positions in Å, forces in eV/Å.

Its HOMO energy is -13.07 eV. The total charge is +1. The calculation puts the LUMO energy at -0.1463 Ha. The gap between HOMO and LUMO is 9.091 eV.

***

# 4
Below is a molecular structure, C8H13F6NiO7, with properties calculated with the ωB97M-V functional and the def2-TZVPD basis.

XYZ file:
```
35
Properties=species:S:1:pos:R:3:forces:R:3:lowdin_spin:R:1
Ni -20.9135 5.8179 -8.3926 0.1890 1.4507 1.0329 1.778
O -20.1797 7.6010 -8.6956 -0.3011 -0.0435 0.2526 0.040
H -19.4154 7.8288 -9.2218 0.1134 -0.3712 -0.2405 0.006
O -20.8637 3.9204 -8.0995 0.0764 -0.5839 -0.5716 0.041
H -21.5019 3.5661 -7.4837 -0.0022 0.1606 0.3648 0.002
O -21.9319 6.6292 -6.8981 -0.1316 -0.1122 -0.3541 0.082
H -22.5521 6.2458 -6.2772 0.0216 -0.4347 -0.0435 0.005
C -25.0223 2.9893 -8.6325 -0.7150 0.9712 0.2896 0.000
C -23.9797 4.0788 -8.8251 0.2386 -1.0452 0.3499 -0.001
O -24.3196 4.8052 -10.0190 -0.2514 -0.1758 -0.4097 -0.001
C -23.3812 5.5836 -10.5020 -0.8028 0.1128 0.2214 0.002
O -22.3317 5.8374 -10.0068 0.5881 0.1100 -0.4840 0.023
C -23.8439 6.2461 -11.8224 0.2197 -0.1318 0.0425 0.001
F -23.1439 5.7540 -12.8603 -0.0034 -0.0236 0.0828 0.000
F -25.1403 6.0367 -12.0756 0.0290 0.0587 -0.0285 0.001
F -23.6264 7.5503 -11.7549 -0.0456 0.2009 -0.1050 0.000
H -24.6980 2.2749 -7.8800 0.1645 -0.1136 -0.1123 0.000
H -25.2589 2.5050 -9.5778 0.2274 -0.2086 0.0055 0.000
H -25.9579 3.4278 -8.2636 0.0477 -0.1017 -0.0782 0.000
H -23.0119 3.5875 -8.9469 0.1874 0.4555 -0.1621 0.000
H -23.8926 4.7880 -8.0037 -0.0091 0.0000 0.0709 0.000
C -20.2153 1.6794 -11.5624 0.2325 -0.2408 -0.5721 0.000
C -19.6658 2.9166 -10.8857 -0.2948 -1.4412 0.1949 0.000
O -19.2692 3.8766 -11.8804 -0.2578 0.2131 -0.2406 0.000
C -19.1474 5.0972 -11.3759 0.1053 -0.8447 -0.7563 0.003
O -19.4167 5.3999 -10.2690 0.2027 0.7230 0.7665 0.018
C -18.5997 6.0923 -12.4116 -0.2656 0.3656 -0.5236 0.000
F -19.5754 6.9664 -12.7358 0.4463 -0.3381 0.0278 0.000
F -17.5733 6.7743 -11.9058 -0.0351 0.0032 0.0180 0.000
F -18.1724 5.5024 -13.5523 -0.2414 0.2173 0.4744 0.000
H -21.0435 1.8928 -12.2422 -0.0363 0.2267 0.1380 0.000
H -20.5892 0.9970 -10.7991 0.0573 0.0185 0.0610 0.000
H -19.4669 1.1491 -12.1589 0.0392 0.0361 0.0934 0.000
H -18.7595 2.6630 -10.3342 -0.1040 0.0783 0.1998 0.000
H -20.4245 3.2348 -10.1684 0.3112 0.8087 -0.0047 0.000
```
Positions in Å, forces in eV/Å.

Its HOMO energy (alpha / beta) is -4.04 / -3.88 eV. The total charge is -1. The calculation puts the LUMO energy (alpha / beta) at 0.1021 / 0.1021 Ha. As for the multiplicity: 3. The gap between HOMO and LUMO (alpha / beta) is 6.818 / 6.657 eV.

***

# 5
Below is C8H13N in the gas phase, with properties calculated with the ωB97M-V functional and the def2-TZVPD basis.

XYZ file:
```
22
Properties=species:S:1:pos:R:3:forces:R:3:nbo_charge:R:1
C -2.2944 0.4660 -1.2263 -1.9176 -4.3613 -1.3979 -0.385
C -1.4651 1.2713 -0.6496 0.0800 2.4701 -1.4274 -0.040
C -1.6271 2.7102 -1.0641 5.0449 0.5756 3.0830 -0.636
C -0.3195 0.8031 0.0982 0.2334 -0.1704 0.8101 -0.225
C -0.2070 -0.0483 1.1094 0.3474 -0.3288 0.0308 -0.171
C 1.1281 -0.4339 1.6115 0.8492 -1.5222 2.0416 -0.126
N 2.4432 -0.2986 0.9554 -0.5170 0.3649 1.3026 -0.570
C 1.9016 -1.6133 1.0740 -2.1201 -2.5393 -1.7972 -0.054
C 1.2181 -2.3745 -0.1975 0.8179 0.4358 0.3558 -0.658
H -3.0809 0.5207 -2.0561 1.1906 0.8797 1.5974 0.214
H -2.0925 -0.5766 -0.9524 -0.4481 -0.0381 -0.2959 0.184
H -2.5789 2.8630 -1.4141 -1.7251 0.8343 -1.5792 0.225
H -0.6442 3.1590 -1.4790 -1.9082 -0.8677 -0.6913 0.222
H -1.4937 3.2445 -0.1163 -0.8168 0.3620 0.2626 0.213
H 0.6453 1.1739 -0.2088 0.1092 0.4770 -0.4768 0.191
H -0.9795 -0.5340 1.7213 -0.1815 0.4413 -0.7068 0.218
H 1.1181 -0.3908 2.7067 0.5212 0.3969 -0.2229 0.198
H 2.2755 0.1242 0.0846 0.1219 0.4120 -1.6654 0.345
H 2.5156 -2.4008 1.5842 -0.7196 1.3106 0.3486 0.200
H 2.1329 -2.7994 -0.6185 -0.3051 -0.6352 -0.3215 0.207
H 0.9770 -1.5632 -0.9773 -0.6032 -1.4864 1.2087 0.215
H 0.4273 -3.3026 0.0148 1.9467 2.9893 -0.4589 0.232
```
Positions in Å, forces in eV/Å.

Its HOMO energy is -8.76 eV. The calculation puts the LUMO energy at 0.0355 Ha. The gap between HOMO and LUMO is 9.729 eV.

***

# 6
Below is C8H13N in the gas phase, with properties calculated with the ωB97M-V functional and the def2-TZVPD basis.

XYZ file:
```
22
Properties=species:S:1:pos:R:3:forces:R:3:nbo_charge:R:1
C 2.3318 -0.2328 -0.5935 2.0599 -0.7824 0.2587 -0.397
C 0.8962 -0.5309 -0.6358 2.7733 -1.3443 2.0887 -0.302
C 0.3112 -1.5102 0.3840 -2.0262 0.9546 -0.2694 -0.457
C -0.8318 -0.6259 0.7645 -2.8530 2.7318 2.1135 -0.145
C -1.9059 -0.6954 -0.4390 -2.0174 -3.7876 1.3439 -0.234
N -1.4597 0.5543 -0.8988 -4.4330 3.2072 -5.4510 -0.646
C -0.9195 0.9850 0.2537 0.9947 -0.6906 6.4958 -0.051
C 0.3752 1.7232 0.2726 2.0685 3.0378 0.3443 -0.429
C 1.3197 0.5673 0.3033 2.4854 -2.3281 1.7870 -0.200
H 2.5585 0.2267 -1.5188 0.8584 0.6725 -0.6954 0.200
H 3.1816 -1.0475 -0.3513 -2.1257 2.2488 0.3074 0.225
H 0.5630 0.0186 -1.4750 -1.6584 -1.1240 -0.8621 0.267
H -0.2519 -2.4133 0.1371 1.0914 -0.5715 -0.3486 0.214
H 0.8271 -1.5242 1.3494 0.9785 -1.0551 -0.9715 0.220
H -0.9803 -0.4720 2.0653 -0.5007 -1.3696 -3.9020 0.210
H -1.7767 -1.6014 -1.1756 0.2237 1.6025 1.1834 0.179
H -2.9727 -0.8800 -0.0536 1.0758 0.9880 -0.5542 0.188
H -2.1482 1.2674 -1.4818 2.0490 -2.5042 1.9830 0.364
H -1.5283 1.2686 1.1700 -0.4108 0.6489 -1.5346 0.166
H 0.5661 2.4749 1.1873 -0.7540 -1.7986 -1.8490 0.218
H 0.5045 2.3800 -0.6288 -0.1527 -0.5798 0.5089 0.217
H 1.3403 0.0674 1.3649 0.2733 1.8438 -1.9765 0.193
```
Positions in Å, forces in eV/Å.

Its HOMO energy is -8.38 eV. The calculation puts the LUMO energy at 0.0378 Ha. The gap between HOMO and LUMO is 9.411 eV.

***

# 7
Below is 2 unconnected molecules or ions with the total composition C8H13N2, with properties calculated with the ωB97M-V functional and the def2-TZVPD basis.

XYZ file:
```
23
Properties=species:S:1:pos:R:3:forces:R:3:nbo_charge:R:1
C -0.1109 -0.4814 -0.1543 -1.1140 0.2198 2.0389 0.434
C 2.1618 2.2827 -0.2810 1.0886 1.9163 -0.7012 -0.408
C -2.2167 0.7813 1.3767 -0.4556 -0.2239 -0.1699 -0.478
C 1.0466 1.5809 -0.4169 3.0160 -1.2472 1.1326 -0.026
C -2.2242 0.2749 0.1939 2.9717 -0.8800 -1.2156 0.334
C 2.1271 -0.6652 0.3717 3.3440 -1.0134 -1.7283 -0.248
C 1.4539 -2.0505 0.6086 1.9804 0.0288 -0.5395 -0.249
C -2.8748 -0.1357 -1.0271 0.6196 0.3765 -0.3478 -0.730
N 1.0260 0.2131 -0.0516 -1.1979 -0.4516 0.3843 -0.430
N 0.0796 -1.7266 0.3018 -1.5997 -0.4396 -1.7932 -0.594
H 2.2422 3.3145 -0.7766 -0.3129 -1.6069 1.1645 0.241
H 3.1020 1.9340 0.2333 -1.2885 0.1325 -0.7827 0.224
H -3.1625 1.3011 1.5715 0.3344 -0.1199 0.6431 0.284
H -1.4091 0.5707 2.0707 -0.2642 0.6649 0.0781 0.281
H 0.1355 1.8690 -0.7999 -1.6101 0.9335 -0.9888 0.217
H 2.7633 -0.4515 1.2715 -1.0982 0.8003 -0.7368 0.245
H 2.9660 -0.7850 -0.5181 -2.2371 0.6518 1.9928 0.226
H 2.0630 -2.8011 -0.0480 -1.8971 0.8844 1.2043 0.240
H 1.5218 -2.2881 1.6738 0.0886 -0.4108 -0.3085 0.222
H -2.4223 0.2465 -1.9239 0.5595 0.1568 -0.2364 0.262
H -3.8765 0.1601 -1.0959 -1.7608 0.7139 0.4369 0.273
H -2.9051 -1.1935 -1.0728 0.1300 -1.1792 -0.0941 0.254
H -0.6464 -2.3971 0.0315 0.7031 0.0931 0.5673 0.426
```
Positions in Å, forces in eV/Å.

Its HOMO energy is -12.49 eV. The total charge is +1. The calculation puts the LUMO energy at -0.1573 Ha. The gap between HOMO and LUMO is 8.210 eV.

***

# 8
Below is a molecular structure, C8H13N2O2, with properties calculated with the ωB97M-V functional and the def2-TZVPD basis.

XYZ file:
```
25
Properties=species:S:1:pos:R:3:forces:R:3:nbo_charge:R:1
C 2.3028 -0.2805 -0.9550 -1.9890 -0.1803 0.2469 0.668
C 1.3422 0.8456 0.3791 0.9400 -1.1181 -1.2181 0.053
C 2.7155 0.6462 -0.0285 -0.7364 -0.1796 0.7440 -0.162
C 4.0865 1.1176 0.3675 0.7256 -0.5576 -2.7754 -0.639
C -1.2806 1.0783 -1.5296 1.4162 0.0779 1.2968 -0.641
C -1.3644 -1.4573 -0.6439 -0.5003 0.1544 0.7360 -0.072
C -1.4072 0.4959 0.9667 -1.2750 0.4558 0.8155 -0.094
C -0.9144 -0.0073 -0.4310 -0.8314 2.0744 1.6469 0.066
N 1.1676 -0.7634 -1.1917 2.8730 0.4201 -0.0159 -0.239
N 0.4872 -0.0115 -0.2789 2.8982 0.2767 -0.3130 -0.120
O -0.9632 -1.9500 -1.8558 -1.6704 0.0028 -3.4948 -0.693
O -1.0446 1.8114 1.3925 0.8614 -0.5680 -0.3797 -0.721
H 0.9262 1.5362 1.0538 -0.0408 0.8501 0.8762 0.293
H 4.4699 1.6043 -0.5902 -0.1714 -0.2445 1.4621 0.257
H 4.6970 0.2193 0.4766 0.0061 -0.0135 0.0415 0.253
H 4.3185 1.7154 1.2210 -0.8519 0.5997 0.4852 0.276
H -0.8969 2.1003 -1.2389 -0.4509 -1.0771 0.3722 0.232
H -2.3631 1.1593 -1.5626 -0.0070 -0.1833 -0.9512 0.242
H -0.6342 0.9122 -2.4085 -1.2303 -0.4320 -0.2291 0.245
H -2.4363 -1.3682 -0.4401 -0.2389 -0.7345 -0.3809 0.185
H -0.9148 -2.2411 0.0070 -0.3229 1.2733 0.5896 0.222
H -1.1309 -0.0786 1.8450 0.4921 -0.8477 -0.4476 0.217
H -2.4912 0.4800 0.9980 -0.3756 -0.3708 -0.4367 0.202
H -1.5538 -1.6655 -2.6260 1.1064 -0.5140 1.6770 0.487
H -1.6562 2.4277 1.0249 -0.6269 0.8357 -0.3475 0.484
```
Positions in Å, forces in eV/Å.

Its HOMO energy (alpha / beta) is -13.93 / -13.93 eV. The total charge is +1. The calculation puts the LUMO energy (alpha / beta) at -0.2577 / -0.2577 Ha. The gap between HOMO and LUMO (alpha / beta) is 6.918 / 6.917 eV.